This record from the OMol25 dataset describes C72H167AgF2N12O30S2 as an isolated structure. The level of theory is the ωB97M-V functional and the def2-TZVPD basis.

Geometry (Å):
Ag: -0.145 0.255 -3.580
N: 0.110 0.049 -1.464
S: 1.102 0.247 -0.380
O: 1.476 -0.903 0.463
O: 1.194 1.597 0.129
F: 2.355 0.237 -1.384
S: -1.123 -0.199 -0.264
O: -1.540 0.926 0.596
O: -1.300 -1.581 0.189
F: -2.310 -0.151 -1.381
C: 3.565 2.678 -4.484
C: 4.863 2.267 -5.005
C: 5.119 0.717 -5.208
O: 6.303 0.459 -5.595
C: 3.991 -0.205 -4.910
C: 2.806 0.235 -4.469
C: 2.610 1.736 -4.232
O: 1.472 2.190 -3.841
O: 1.879 -0.698 -4.437
O: 5.813 3.043 -5.178
H: 3.395 3.714 -4.231
H: 4.176 -1.234 -5.181
C: -6.190 -1.127 -5.193
O: -5.290 -2.040 -4.635
C: -5.665 -2.547 -3.314
C: -4.604 -3.408 -2.704
N: -4.508 -4.682 -3.482
C: -3.435 -5.505 -3.130
C: -3.516 -6.160 -1.682
O: -2.766 -7.371 -1.628
C: -2.817 -8.142 -0.453
H: -5.795 -0.898 -6.183
H: -6.234 -0.208 -4.608
H: -7.192 -1.517 -5.371
H: -6.620 -3.071 -3.340
H: -5.774 -1.713 -2.620
H: -4.918 -3.634 -1.685
H: -3.603 -2.991 -2.600
H: -4.681 -4.602 -4.474
H: -2.471 -5.028 -3.310
H: -3.507 -6.409 -3.736
H: -4.539 -6.342 -1.353
H: -3.105 -5.459 -0.956
H: -3.833 -8.385 -0.139
H: -2.450 -7.447 0.302
H: -2.228 -9.050 -0.580
C: -2.040 3.815 2.527
O: -2.644 3.123 3.585
C: -4.072 3.159 3.731
C: -4.824 2.709 2.420
N: -6.172 2.264 2.677
C: -6.270 0.944 3.372
C: -7.690 0.539 3.649
O: -8.287 1.266 4.701
C: -9.637 0.892 4.979
H: -2.256 3.549 1.493
H: -0.955 3.780 2.430
H: -2.244 4.884 2.589
H: -4.249 4.217 3.926
H: -4.442 2.712 4.655
H: -4.311 1.826 2.040
H: -4.847 3.434 1.606
H: -6.505 2.949 3.340
H: -5.683 0.870 4.287
H: -5.864 0.207 2.679
H: -7.559 -0.471 4.037
H: -8.224 0.397 2.709
H: -9.767 0.000 5.592
H: -10.340 0.840 4.147
H: -10.073 1.730 5.522
C: 0.030 -2.506 7.757
O: -0.117 -2.611 6.368
C: 0.963 -2.006 5.640
C: 0.675 -2.216 4.172
N: 0.293 -3.600 3.941
C: -0.376 -3.825 2.620
C: -0.768 -5.282 2.559
O: -1.860 -5.587 3.439
C: -2.020 -6.965 3.714
H: 0.885 -3.100 8.082
H: -0.877 -2.891 8.222
H: 0.193 -1.474 8.067
H: 1.918 -2.447 5.928
H: 1.083 -0.959 5.916
H: 1.608 -2.008 3.647
H: -0.106 -1.524 3.857
H: -0.405 -3.775 4.650
H: 0.290 -3.559 1.798
H: -1.232 -3.173 2.450
H: 0.095 -5.899 2.807
H: -1.102 -5.539 1.554
H: -2.730 -7.420 3.024
H: -2.304 -7.155 4.749
H: -1.100 -7.549 3.688
C: 11.278 -4.422 -1.269
O: 10.052 -4.205 -1.843
C: 10.002 -3.226 -2.883
C: 8.584 -3.043 -3.341
N: 7.849 -2.131 -2.441
C: 6.402 -2.156 -2.666
C: 5.560 -1.555 -1.538
O: 5.828 -2.159 -0.284
C: 5.171 -1.565 0.828
H: 11.878 -3.570 -0.950
H: 11.785 -5.120 -1.936
H: 11.128 -5.021 -0.371
H: 10.546 -3.628 -3.738
H: 10.429 -2.298 -2.504
H: 8.128 -4.033 -3.361
H: 8.650 -2.604 -4.336
H: 8.027 -2.331 -1.467
H: 6.068 -3.192 -2.610
H: 6.134 -1.728 -3.632
H: 4.492 -1.597 -1.753
H: 5.800 -0.497 -1.428
H: 5.816 -1.807 1.673
H: 4.161 -1.867 1.104
H: 5.127 -0.477 0.791
C: -6.608 -3.096 1.189
O: -5.712 -2.171 1.791
C: -4.493 -2.751 2.223
C: -3.688 -1.610 2.923
N: -4.143 -1.379 4.292
C: -3.273 -0.406 4.950
C: -3.666 -0.242 6.417
O: -4.787 0.568 6.532
C: -5.113 0.827 7.909
H: -6.752 -3.897 1.914
H: -6.218 -3.520 0.263
H: -7.587 -2.629 1.076
H: -4.052 -3.201 1.334
H: -4.703 -3.539 2.947
H: -3.718 -0.763 2.237
H: -2.617 -1.804 2.976
H: -5.097 -1.070 4.417
H: -3.235 0.570 4.467
H: -2.231 -0.723 4.907
H: -2.854 0.335 6.858
H: -3.847 -1.174 6.953
H: -5.623 -0.014 8.377
H: -5.963 1.509 7.937
H: -4.280 1.225 8.489
C: -5.816 0.390 -0.332
O: -5.537 0.641 -1.712
C: -6.362 1.659 -2.277
C: -6.296 2.996 -1.380
N: -6.676 4.192 -2.171
C: -8.000 4.031 -2.752
C: -8.345 5.162 -3.792
O: -9.397 4.654 -4.550
C: -9.929 5.514 -5.547
H: -6.892 0.280 -0.197
H: -5.470 1.161 0.357
H: -5.304 -0.542 -0.090
H: -7.391 1.331 -2.423
H: -5.986 1.805 -3.290
H: -5.273 3.122 -1.027
H: -6.787 2.901 -0.412
H: -6.077 4.353 -2.968
H: -8.812 4.047 -2.026
H: -8.113 3.132 -3.357
H: -7.513 5.394 -4.457
H: -8.660 6.069 -3.276
H: -9.142 5.810 -6.241
H: -10.424 6.352 -5.057
H: -10.676 4.934 -6.089
C: 0.040 -6.620 -1.516
O: 1.410 -6.101 -1.342
C: 1.779 -5.976 0.002
C: 3.138 -5.208 -0.007
N: 3.846 -5.232 1.278
C: 2.934 -4.856 2.415
C: 3.772 -4.684 3.669
O: 4.728 -3.676 3.372
C: 5.706 -3.509 4.396
H: 0.119 -7.689 -1.318
H: -0.210 -6.424 -2.559
H: -0.609 -6.148 -0.778
H: 1.902 -6.953 0.470
H: 1.080 -5.345 0.550
H: 3.093 -4.142 -0.230
H: 3.732 -5.602 -0.832
H: 4.514 -4.474 1.265
H: 2.201 -5.636 2.621
H: 2.460 -3.897 2.203
H: 4.259 -5.622 3.934
H: 3.147 -4.397 4.515
H: 6.313 -2.632 4.172
H: 6.341 -4.391 4.483
H: 5.307 -3.341 5.396
C: 6.675 2.463 -2.238
O: 7.343 1.991 -3.420
C: 8.427 1.215 -2.967
C: 8.933 0.410 -4.172
N: 9.035 1.129 -5.422
C: 10.140 2.124 -5.484
C: 9.750 3.473 -4.909
O: 8.405 3.685 -5.228
C: 8.006 5.071 -5.201
H: 5.800 3.068 -2.475
H: 7.268 3.152 -1.636
H: 6.375 1.636 -1.595
H: 8.098 0.533 -2.182
H: 9.214 1.854 -2.568
H: 8.173 -0.331 -4.423
H: 9.880 -0.090 -3.970
H: 9.416 0.421 -6.034
H: 10.469 2.256 -6.515
H: 10.944 1.757 -4.846
H: 10.329 4.239 -5.425
H: 9.941 3.568 -3.840
H: 8.266 5.538 -4.251
H: 6.932 5.160 -5.365
H: 8.505 5.673 -5.961
C: 1.330 4.818 -1.457
O: 0.597 5.952 -1.113
C: 0.001 5.981 0.174
C: -0.760 7.371 0.332
N: -1.434 7.612 1.629
C: -0.471 7.560 2.720
C: -1.190 7.849 4.006
O: -1.695 9.195 4.147
C: -2.635 9.415 5.248
H: 0.681 3.948 -1.554
H: 2.087 4.647 -0.691
H: 1.880 4.972 -2.385
H: 0.768 5.783 0.924
H: -0.711 5.171 0.333
H: -1.437 7.553 -0.503
H: 0.035 8.111 0.244
H: -1.938 8.485 1.684
H: 0.310 8.315 2.629
H: 0.015 6.584 2.705
H: -0.553 7.668 4.872
H: -1.988 7.114 4.115
H: -3.117 10.390 5.167
H: -2.097 9.459 6.195
H: -3.375 8.615 5.279
C: -0.157 1.313 3.819
O: 0.834 0.988 2.867
C: 2.154 1.116 3.324
C: 2.773 2.538 3.182
N: 3.033 2.921 1.813
C: 4.167 2.327 1.063
C: 5.532 2.325 1.846
O: 6.488 1.628 1.103
C: 7.615 1.322 1.859
H: -1.087 1.096 3.294
H: -0.153 2.320 4.235
H: -0.111 0.632 4.669
H: 2.810 0.441 2.776
H: 2.329 0.691 4.312
H: 3.714 2.577 3.731
H: 2.124 3.328 3.560
H: 2.200 2.540 1.388
H: 4.301 2.829 0.105
H: 3.848 1.305 0.855
H: 5.431 1.713 2.742
H: 5.887 3.265 2.267
H: 8.375 0.766 1.309
H: 7.334 0.660 2.678
H: 8.081 2.229 2.245
C: -0.312 -2.997 -2.843
O: -0.881 -1.926 -3.596
C: -1.577 -2.365 -4.767
C: -2.350 -1.104 -5.323
N: -1.363 -0.015 -5.519
C: -2.066 1.237 -5.786
C: -2.714 1.902 -4.499
O: -1.692 1.855 -3.445
C: -2.150 2.626 -2.311
H: 0.551 -2.646 -2.276
H: 0.022 -3.829 -3.462
H: -0.953 -3.482 -2.107
H: -2.262 -3.122 -4.385
H: -0.995 -2.817 -5.570
H: -3.070 -0.789 -4.568
H: -2.878 -1.214 -6.270
H: -0.911 -0.290 -6.379
H: -2.784 1.184 -6.605
H: -1.325 1.957 -6.132
H: -3.542 1.263 -4.190
H: -3.046 2.906 -4.763
H: -2.349 3.651 -2.622
H: -1.390 2.493 -1.542
H: -3.022 2.236 -1.786

- Net charge: -1
- E_LUMO (alpha / beta): 1.8 / 0.1 eV
- Spin multiplicity: 2
- HOMO-LUMO gap (alpha / beta): 0.264 / 0.195 hartree